# 1
An isolated molecule of C14H15FN2O4S, computed with ωB97M-V with the def2-TZVPD basis set.

XYZ file:
```
37
Properties=species:S:1:pos:R:3:forces:R:3
C 0.154122 2.852804 0.294959 -0.3 -0.1 0.1
C -0.517572 1.533569 0.445282 0.6 -0.6 -0.4
O -1.758063 1.530107 0.967880 -0.1 0.6 0.1
C -2.198309 0.257663 0.981909 -0.3 -0.9 -0.1
S -3.810859 -0.057144 1.692951 0.6 -0.2 -0.2
O -4.661548 1.048525 1.367546 0.1 -0.1 -0.2
O -3.628055 -0.402863 3.069301 0.0 -0.2 0.0
N -4.204637 -1.441877 0.841279 0.5 0.9 0.5
C -5.004931 -2.405203 1.563406 -0.1 -0.2 0.4
C -4.657272 -1.148155 -0.497830 -0.1 0.2 -0.4
C -1.259474 -0.576055 0.463903 -0.4 0.3 0.2
C -0.149533 0.247290 0.114427 -0.5 0.5 0.2
C 1.073237 -0.266407 -0.545613 0.0 0.4 0.2
O 1.050112 -1.241816 -1.263323 0.0 -0.2 -0.1
N 2.192190 0.464326 -0.254470 -0.2 0.2 0.2
C 3.497606 0.286689 -0.720221 0.4 -0.1 -0.2
C 3.840303 -0.687894 -1.654802 -0.2 0.0 0.0
C 5.148800 -0.805212 -2.084173 0.3 0.2 0.1
C 6.108179 0.051995 -1.577921 -0.1 0.0 0.0
F 7.385805 -0.062293 -1.998266 -0.1 0.0 0.0
C 5.791980 1.027368 -0.649219 0.1 -0.1 -0.2
C 4.483271 1.140144 -0.223953 -0.1 -0.2 -0.1
H 0.776906 3.078480 1.161973 0.1 0.1 0.0
H -0.607381 3.626093 0.226895 0.0 0.1 0.0
H 0.768959 2.874252 -0.601819 0.0 0.0 0.0
H -6.071199 -2.154390 1.545276 0.0 0.0 0.0
H -4.859266 -3.391612 1.122466 0.0 0.0 0.0
H -4.654718 -2.408294 2.592200 -0.1 -0.2 0.0
H -4.629876 -2.060951 -1.091964 0.0 0.0 0.0
H -3.978800 -0.416792 -0.930782 -0.1 0.0 -0.2
H -5.671824 -0.735715 -0.506156 0.0 0.0 0.0
H -1.327119 -1.635498 0.338475 -0.1 -0.3 0.0
H 2.085815 1.204679 0.423373 -0.1 -0.2 -0.1
H 3.081415 -1.349267 -2.036557 0.0 0.0 0.0
H 5.428021 -1.555285 -2.806558 0.0 -0.1 -0.1
H 6.561588 1.681319 -0.271510 0.1 0.1 0.0
H 4.222126 1.897419 0.501639 0.0 0.1 0.1
```
Forces are in eV/Å.

Values from the calculation:
M   326.35 g mol⁻¹
HOMO energy   -8.670 eV
Net charge   0
Max |F|   0.0224 hartree/bohr
Structure (SMILES)   Cc1oc(S(=O)(=O)N(C)C)cc1C(=O)Nc1ccc(F)cc1
LUMO   0.44 eV


# 2
A structure of composition C14H15IrN9O2S2SbSe5, computed with ωB97M-V with the def2-TZVPD basis set.

XYZ file:
```
49
Properties=species:S:1:pos:R:3:forces:R:3
Ir -0.940598 0.964268 -1.201624 0.1 -0.1 -0.1
Se -5.444754 3.146209 -4.151332 0.1 0.0 0.1
Sb -4.210714 2.202835 -2.340985 -0.1 -0.2 -0.1
Se -2.466481 0.522404 -3.101614 -0.1 0.1 0.0
Se -1.838377 3.258144 -1.063760 0.3 0.2 0.2
Se -5.470220 1.159932 -0.510754 0.1 0.0 0.0
N 3.314911 -4.491086 1.447582 0.0 0.0 0.0
C 2.794930 -3.200246 1.541705 0.0 0.0 0.0
C 3.527260 -2.106043 1.073005 0.0 0.0 0.0
C 2.996850 -0.832019 1.123609 0.0 0.0 0.0
C 1.717816 -0.638022 1.631388 0.0 0.0 0.0
C 0.983396 -1.712755 2.103929 0.0 0.0 0.0
C 1.519469 -2.988481 2.063504 0.0 0.0 0.0
S 1.021588 0.982575 1.621135 0.1 0.0 -0.1
O 1.983432 1.886005 2.174857 0.0 0.0 0.0
O -0.287363 0.865520 2.225798 0.0 0.0 0.0
N 0.729286 1.306295 0.074215 -0.1 0.1 0.0
C 1.562616 1.644437 -0.937695 0.0 0.0 -0.1
N 2.860430 1.897683 -0.912356 0.0 0.0 0.0
C 3.377608 2.291519 -2.075387 0.0 0.0 0.0
C 2.654746 2.416064 -3.252082 0.0 0.0 0.0
C 1.316318 2.056357 -3.211860 0.0 0.0 0.0
N 0.792909 1.658280 -2.068893 0.0 -0.1 0.0
H 4.319021 -4.540264 1.385533 0.0 0.0 0.0
H 2.945148 -5.147511 2.116196 0.0 0.0 0.0
H 4.520786 -2.263012 0.669212 0.0 0.0 0.0
H 3.563990 0.018653 0.765928 0.0 0.0 0.0
H -0.005003 -1.542046 2.511169 0.0 0.0 0.0
H 0.946570 -3.828229 2.441610 0.0 0.0 0.0
H 4.437634 2.521575 -2.062065 0.0 0.0 0.0
H 3.115380 2.761676 -4.164189 0.0 0.0 0.0
H 0.653313 2.078815 -4.067665 0.0 0.0 0.0
C -4.109911 -1.303058 2.103207 0.0 0.0 0.0
C -3.048253 -1.854146 1.232122 0.0 0.0 0.0
N -2.680892 -3.094012 1.143191 0.0 0.0 0.0
N -1.670654 -3.084969 0.214190 0.0 0.0 0.0
C -1.398399 -1.867421 -0.260860 0.0 0.0 0.0
S -0.239440 -1.348267 -1.362796 0.0 0.0 0.0
N -2.289639 -1.080725 0.382576 0.0 0.0 0.0
N -2.352794 0.310060 0.194727 -0.2 0.2 0.0
H -4.550501 -2.114869 2.675283 0.0 0.0 0.0
H -4.871086 -0.808393 1.497027 0.0 0.0 0.0
H -3.692951 -0.560664 2.786221 0.0 0.0 0.0
H -1.188892 -3.932211 -0.026354 0.0 0.0 0.0
H -3.356409 0.571180 -0.019231 0.1 0.0 0.0
H -2.056713 0.754511 1.070548 0.0 0.0 0.0
Se 0.235170 4.471179 -0.108549 -0.2 0.0 0.0
C 0.157564 5.861929 -1.304450 0.0 0.0 -0.1
N 0.121881 6.730327 -2.064946 0.1 0.0 0.1
```
Forces are in eV/Å.

Values from the calculation:
M   1114.25 g mol⁻¹
Multiplicity   2
HOMO energy (spin up / spin down)   -3.992 / -4.747 eV
Net charge   -1
Max |F|   0.0075 hartree/bohr
LUMO (spin up / spin down)   1.89 / 0.64 eV


# 3
An isolated molecule of C14H15N3, computed with ωB97M-V with the def2-TZVPD basis set.

XYZ file:
```
32
Properties=species:S:1:pos:R:3:forces:R:3
C -1.323680 -0.367220 1.559469 2.2 -0.8 -1.6
C -0.295136 -0.780801 0.699601 -2.2 0.9 2.0
C -0.508100 -1.969237 -0.271443 0.0 1.0 -0.1
C -0.245101 -1.658671 -1.765125 0.1 0.8 -0.1
N -1.008260 -0.470226 -2.284309 1.6 -0.8 1.1
C -2.257480 -0.466355 -2.799369 -1.2 0.2 -0.2
C -2.659883 0.824715 -2.910786 0.9 0.2 0.4
N -1.630452 1.667160 -2.456831 -1.6 -0.2 -0.6
C -0.696875 0.858061 -2.083739 1.5 0.0 0.7
C 1.037310 -0.102184 0.837769 -0.1 -0.1 0.0
C 2.174236 -0.658375 0.270013 0.8 0.0 0.3
C 3.392726 0.001555 0.472955 -0.1 -1.1 -0.8
C 3.399568 1.200794 1.122465 0.9 0.2 0.3
N 2.351655 1.793920 1.673120 -1.3 -0.8 0.3
C 1.202949 1.112322 1.590785 -0.9 -0.6 -0.8
C -0.038032 1.683194 2.246795 0.9 0.5 0.9
C -1.128471 0.682283 2.648113 0.0 -0.1 -0.9
H -2.278443 -0.879318 1.496109 0.0 0.0 0.0
H 0.086025 -2.818477 0.062109 0.4 0.0 -0.2
H -1.523226 -2.348964 -0.229546 -0.4 0.3 0.4
H -0.451255 -2.528099 -2.386170 -0.5 0.0 0.0
H 0.818363 -1.513641 -1.945990 0.0 0.5 0.0
H -2.879043 -1.308636 -3.012524 0.3 -0.6 0.0
H -3.638686 1.106598 -3.251636 0.1 0.6 -0.1
H 0.247455 1.231755 -1.625699 -0.8 -0.8 -0.5
H 2.187129 -1.633050 -0.233764 -0.2 0.5 0.2
H 4.339400 -0.438632 0.130292 -0.5 0.3 0.1
H 4.357096 1.657687 1.282931 0.3 0.5 0.0
H 0.317237 2.205873 3.151453 -0.1 -0.1 -0.3
H -0.425251 2.481679 1.612872 -0.2 -0.1 -0.2
H -0.871665 0.158971 3.588213 -0.1 0.3 -0.3
H -2.052104 1.275320 2.811867 0.4 -0.6 0.0
```
Forces are in eV/Å.

Values from the calculation:
M   225.29 g mol⁻¹
HOMO energy   -8.472 eV
Net charge   0
Max |F|   0.0606 hartree/bohr
Structure (SMILES)   C1=C(CCn2ccnc2)c2cccnc2CC1
LUMO   0.53 eV


# 4
A structure of composition C14H15N5O9PtS2, computed with ωB97M-V with the def2-TZVPD basis set.

XYZ file:
```
46
Properties=species:S:1:pos:R:3:forces:R:3
Pt -0.104495 0.175903 -0.498338 1.2 1.0 -0.1
O 2.640434 -3.472834 -5.708846 -0.1 0.1 -0.1
C 1.818334 -2.540942 -5.818721 0.0 -0.1 -0.2
O 1.375419 -1.972493 -6.840243 0.0 -0.1 0.1
C 1.265500 -1.997006 -4.484894 0.0 0.1 0.1
C 0.178354 -1.131340 -4.464912 0.0 0.0 0.0
C -0.258977 -0.602483 -3.268741 0.0 -0.1 0.1
N 0.356076 -0.888519 -2.114173 -0.3 -0.2 -0.2
C 1.387535 -1.748156 -2.098993 0.0 0.0 -0.1
C 1.856786 -2.315919 -3.267932 0.0 0.0 0.0
C 1.987301 -2.033742 -0.733448 0.0 0.0 -0.1
O 3.072942 -2.632082 -0.674346 -0.1 0.1 0.1
O 1.302422 -1.590449 0.231965 0.0 0.3 0.4
H -0.295466 -0.871031 -5.400710 0.0 0.0 0.0
H -1.108106 0.063401 -3.188885 0.0 0.0 0.0
H 2.689743 -3.002677 -3.230497 0.0 0.0 0.0
N 3.830165 0.267491 -1.015538 -0.1 -0.2 -0.1
C 2.907739 0.947355 -0.304247 0.0 0.3 0.0
N 2.886489 0.738819 1.015509 0.0 0.1 0.0
S 1.882142 2.062834 -1.094500 0.0 -0.2 0.1
H 4.116401 -0.647824 -0.682022 0.0 0.0 0.0
H 3.706422 0.333416 -2.013394 0.0 -0.1 0.0
H 3.163134 -0.183573 1.324546 0.0 0.0 0.0
H 2.107418 1.130457 1.545610 -0.2 -0.1 0.0
C -4.094119 2.752640 0.436946 0.1 -0.1 0.0
N -2.806276 2.548220 1.085706 0.2 -0.1 0.5
C -2.666824 2.563533 2.448211 -0.1 0.1 -0.1
C -1.530620 2.200646 3.059953 0.0 0.0 -0.1
C -0.410994 1.684573 2.272291 -0.1 0.1 -0.2
O 0.652839 1.347652 2.790557 0.1 -0.1 0.0
N -0.608485 1.628624 0.914499 -0.6 -0.7 0.4
C -1.767188 2.033419 0.332303 0.0 0.2 -0.4
O -1.900276 1.936296 -0.894214 0.0 -0.1 0.0
H -4.707477 3.374317 1.087799 0.0 0.0 0.0
H -4.574562 1.790997 0.253377 0.0 0.0 0.0
H -3.934403 3.251784 -0.514275 0.0 0.1 0.0
H -3.534277 2.908818 2.996453 0.0 0.0 0.0
H -1.435745 2.234228 4.134611 0.0 0.0 0.0
C -3.289851 -2.920912 0.342515 0.0 -0.3 0.1
S -3.032444 -1.178456 0.165847 -0.1 0.1 0.0
O -2.656122 -1.003589 -1.233077 0.0 0.0 0.0
O -4.302045 -0.549198 0.525225 0.0 0.0 0.0
O -1.947398 -0.864299 1.104120 -0.2 -0.1 -0.2
H -4.159339 -3.197783 -0.253761 0.1 0.0 0.0
H -3.452739 -3.142814 1.397749 0.0 0.0 -0.1
H -2.395309 -3.426741 -0.021367 -0.1 0.0 0.1
```
Forces are in eV/Å.

Values from the calculation:
M   656.51 g mol⁻¹
HOMO energy   -2.374 eV
Net charge   -2
Max |F|   0.0299 hartree/bohr
LUMO   4.45 eV


# 5
A structure of composition C14H15NO2Tb, computed with ωB97M-V with the def2-TZVPD basis set.

XYZ file:
```
33
Properties=species:S:1:pos:R:3:forces:R:3
C -0.397532 0.971422 -1.940281 0.5 1.1 0.1
C 1.011069 1.158319 -1.744369 -0.7 0.6 -0.1
C 1.188129 2.090230 -0.669096 -0.7 -0.1 -0.4
C -0.108724 2.471256 -0.199809 0.1 -0.3 -0.8
C -1.087291 1.781167 -0.980242 0.8 0.3 -0.4
Tb 0.104893 -0.246081 0.343362 -0.3 2.6 0.4
N -1.523842 -1.456591 -0.108117 1.0 -0.3 0.1
C -0.298100 -2.412437 -0.529984 -3.1 -3.9 -1.4
C 1.135991 -2.023958 -0.652483 1.2 0.3 0.0
H 2.139185 2.505344 -0.331708 -0.3 -0.3 0.0
H 1.804884 0.723413 -2.352585 -0.3 0.1 0.3
H -0.315748 3.220543 0.565264 0.1 -0.4 -0.1
H -2.169074 1.903814 -0.908463 0.4 -0.2 0.1
H -0.862791 0.367656 -2.719575 0.2 0.1 0.4
H 1.442951 -1.933504 -1.695246 0.1 -0.1 0.1
H -0.363917 -3.301818 0.135447 0.0 0.4 -0.2
H -2.420423 -1.936717 -0.196417 0.8 -0.1 -0.2
H 1.776119 -2.684168 -0.066731 0.0 0.0 -0.2
H -0.617400 -2.776474 -1.531540 0.0 0.1 0.5
O 0.840261 -0.827589 2.485397 -0.8 0.8 1.7
C -0.029607 -0.053856 3.044798 -0.2 0.0 -2.2
O -0.819904 0.658535 2.323074 1.0 -0.6 1.8
C -0.149892 0.033189 4.525035 0.0 -0.1 0.5
C -0.917995 1.065459 5.070987 0.1 0.0 0.3
C -1.018878 1.203564 6.456239 0.2 -0.3 0.0
C -0.368164 0.287726 7.297701 0.0 0.0 -0.4
C 0.371904 -0.769031 6.745433 -0.2 0.2 -0.1
C 0.486861 -0.893888 5.357920 -0.1 0.3 0.1
H -1.426025 1.751450 4.391493 0.2 -0.2 0.2
H -1.603986 2.023721 6.874796 0.2 -0.2 -0.1
H -0.440816 0.397854 8.381000 0.0 -0.1 -0.3
H 0.863021 -1.493537 7.397813 -0.1 0.2 -0.2
H 1.062739 -1.697214 4.898389 -0.1 0.2 0.1
```
Forces are in eV/Å.

Values from the calculation:
M   388.20 g mol⁻¹
Multiplicity   7
HOMO energy (spin up / spin down)   -3.399 / -3.128 eV
Net charge   -1
Max |F|   0.1006 hartree/bohr
LUMO (spin up / spin down)   2.92 / 2.93 eV


# 6
An isolated molecule of C14H15NO6, computed with ωB97M-V with the def2-TZVPD basis set.

XYZ file:
```
36
Properties=species:S:1:pos:R:3:forces:R:3
C -4.831474 -0.836996 2.398953 0.0 0.8 0.1
C -3.433255 -1.114557 2.895659 -0.7 -0.4 3.4
O -3.327169 -1.718800 3.983768 0.4 0.8 -2.4
C -2.258183 -0.488559 2.247970 -0.1 1.0 -1.7
C -2.369403 0.560507 1.296130 0.2 0.1 0.3
C -1.237976 1.129479 0.704613 -0.4 -0.2 -0.2
C 0.051510 0.663105 0.997078 -0.6 -0.5 0.3
O 1.130323 1.249022 0.414528 -0.1 0.2 0.4
C 1.199066 1.084333 -0.992216 0.8 0.1 -0.4
C 2.304519 1.992120 -1.624213 -1.3 0.7 -0.1
N 3.134628 1.131873 -2.439533 -0.1 -0.9 -0.9
C 2.398674 -0.135272 -2.662980 1.4 0.6 -0.4
C 1.486983 -0.130955 -3.935729 -2.1 -2.6 0.4
O 0.543967 -0.941991 -4.038975 2.3 2.2 0.1
O 1.808801 0.714617 -4.944221 0.2 -0.3 1.0
C 1.678160 -0.308132 -1.333766 -1.0 -0.9 -1.2
C 0.168680 -0.419298 1.895334 -0.2 0.1 0.3
C 1.493141 -1.016588 2.250118 0.4 0.6 -1.0
O 2.556836 -0.447412 2.104408 -0.8 -0.7 0.5
O 1.390331 -2.312568 2.632656 0.8 0.4 0.2
C -0.990494 -0.944912 2.489465 0.8 -1.2 1.3
H -5.564307 -1.368570 3.005346 0.3 -0.2 -0.2
H -5.074012 0.246172 2.548362 0.4 -0.7 -0.4
H -4.896921 -1.099134 1.349975 -0.3 0.1 -0.3
H -3.343091 1.000930 1.077833 0.2 -0.2 -0.1
H -1.339635 1.922390 -0.052469 0.0 -0.3 0.6
H 0.220071 1.278060 -1.446338 0.2 0.1 0.0
H 1.788397 2.798532 -2.187022 0.3 -0.3 0.1
H 2.916066 2.473255 -0.887975 0.1 0.2 0.7
H 3.419161 1.548653 -3.324153 -0.1 0.0 0.4
H 3.146048 -0.969767 -2.755931 -0.8 0.6 -0.4
H 1.211068 0.506939 -5.676775 -0.1 0.0 0.0
H 0.875044 -1.037740 -1.492268 0.0 0.2 0.3
H 2.350421 -0.676858 -0.569348 0.3 0.1 0.0
H 2.316669 -2.571980 2.819625 -0.5 -0.1 0.0
H -0.922642 -1.759899 3.252092 0.2 0.7 -0.9
```
Forces are in eV/Å.

Values from the calculation:
M   293.27 g mol⁻¹
HOMO energy   -9.169 eV
Net charge   0
Max |F|   0.0688 hartree/bohr
Structure (SMILES)   CC(=O)c1ccc(O[C@H]2CN[C@H](C(=O)O)C2)c(C(=O)O)c1
LUMO   -0.04 eV